Molecular formula: C28H29NO3S
Method: DFT, ωB97M-V/def2-TZVPD

Calculated values
Energy ... -1762.90388 a.u.
Max |F| ... 2.39 eV/A
Orbital gap ... 4.680 eV

Each atom is followed by the atoms it is bonded to, with distances in Å.
CARTESIAN COORDINATES (ANGSTROEM)
1 C 3.647 5.415 -1.474  C2 1.529, C15 1.530, H16 1.098, H17 1.096
2 C 4.391 4.463 -0.537  C1 1.529, C3 1.529, H18 1.097, H19 1.095
3 C 3.454 3.628 0.337  C2 1.529, N4 1.477, H20 1.094, H21 1.099
4 N 2.367 2.986 -0.430  C3 1.477, C5 1.323, C14 1.469
5 C 2.209 1.673 -0.422  N4 1.323, C6 1.413, H22 1.103
6 C 1.173 0.953 -1.059  C5 1.413, C7 1.386, H23 1.093
7 C 1.260 -0.398 -1.358  C6 1.386, C8 1.449, H24 1.095
8 C 0.402 -1.061 -2.319  C7 1.449, C9 1.426, C13 1.417
9 C 0.876 -2.154 -3.102  C8 1.426, C10 1.391, H25 1.093
10 C 0.047 -2.804 -4.010  C9 1.391, C11 1.403, H26 1.093
11 C -1.274 -2.372 -4.197  C10 1.403, C12 1.399, H27 1.088
12 C -1.729 -1.245 -3.503  C11 1.399, C13 1.393, H28 1.092
13 C -0.901 -0.582 -2.601  C8 1.417, C12 1.393, H29 1.093
14 C 1.576 3.928 -1.233  N4 1.469, C15 1.533, H30 1.093, H31 1.102
15 C 2.469 4.741 -2.178  C1 1.530, C14 1.533, H32 1.095, H33 1.098
16 H 3.292 6.282 -0.899  C1 1.098
17 H 4.348 5.796 -2.225  C1 1.096
18 H 5.022 3.784 -1.124  C2 1.097
19 H 5.067 5.031 0.111  C2 1.095
20 H 4.011 2.845 0.860  C3 1.094
21 H 3.000 4.290 1.087  C3 1.099
22 H 3.012 1.098 0.068  C5 1.103
23 H 0.292 1.519 -1.372  C6 1.093
24 H 2.162 -0.935 -1.046  C7 1.095
25 H 1.932 -2.427 -3.026  C9 1.093
26 H 0.421 -3.660 -4.577  C10 1.093
27 H -1.936 -2.914 -4.870  C11 1.088
28 H -2.748 -0.887 -3.664  C12 1.092
29 H -1.235 0.347 -2.131  C13 1.093
30 H 0.809 3.400 -1.807  C14 1.093
31 H 1.074 4.626 -0.544  C14 1.102
32 H 1.864 5.496 -2.691  C15 1.095
33 H 2.853 4.069 -2.957  C15 1.098
34 C -3.772 -4.052 -1.915  C35 1.396, C51 1.395, H52 1.090
35 C -4.337 -3.050 -1.125  C34 1.396, C36 1.391, H53 1.087
36 C -3.701 -2.639 0.042  C35 1.391, C37 1.398, H54 1.087
37 C -2.473 -3.212 0.385  C36 1.398, S38 1.807, C50 1.393
38 S -1.574 -2.602 1.829  C37 1.807, C39 1.712, O48 1.449, O49 1.447
39 C -0.507 -1.378 1.287  S38 1.712, C40 1.450, H55 1.086
40 C -0.169 -0.272 2.161  C39 1.450, O41 1.256, C42 1.518
41 O 0.424 0.755 1.748  C40 1.256
42 C -0.640 -0.356 3.602  C40 1.518, C43 1.401, C47 1.391
43 C -0.351 -1.423 4.463  C42 1.401, C44 1.398, H56 1.090
44 C -0.764 -1.386 5.798  C43 1.398, C45 1.395, H57 1.085
45 C -1.488 -0.304 6.300  C44 1.395, C46 1.395, H58 1.090
46 C -1.731 0.775 5.450  C45 1.395, C47 1.397, H59 1.083
47 C -1.287 0.758 4.125  C42 1.391, C46 1.397, H60 1.092
48 O -2.656 -1.998 2.579  S38 1.449
49 O -0.811 -3.711 2.359  S38 1.447
50 C -1.934 -4.257 -0.361  C37 1.393, C51 1.391, H61 1.088
51 C -2.574 -4.655 -1.530  C34 1.395, C50 1.391, H62 1.086
52 H -4.261 -4.358 -2.840  C34 1.090
53 H -5.271 -2.574 -1.415  C35 1.087
54 H -4.137 -1.875 0.681  C36 1.087
55 H -0.204 -1.432 0.246  C39 1.086
56 H 0.237 -2.272 4.114  C43 1.090
57 H -0.530 -2.222 6.449  C44 1.085
58 H -1.851 -0.301 7.328  C45 1.090
59 H -2.272 1.641 5.812  C46 1.083
60 H -1.441 1.626 3.481  C47 1.092
61 H -1.014 -4.728 -0.020  C50 1.088
62 H -2.119 -5.430 -2.141  C51 1.086